1.
Computed, not measured: a structure of composition C20H38BBr4Cl7Cs2F3KN2O12S2 in a non-equilibrium geometry, with ωB97M-V with the def2-TZVPD basis set.

## Properties
2S+1: 1

```
92
Properties=species:S:1:pos:R:3:lowdin_charge:R:1
Cs -1.321 -2.072 2.560 1.6263
Cs -1.897 0.984 -6.083 1.1514
Br 8.356 3.051 -1.644 0.5794
Br 0.619 0.019 -4.174 0.1046
Br 5.615 1.719 -2.586 0.6354
Br 7.602 0.098 -0.707 0.5955
K 8.136 -11.578 2.246 0.8524
Cl -8.655 1.448 5.868 0.5333
Cl 6.166 -9.820 2.287 0.3942
Cl -6.399 -0.297 5.435 0.4859
Cl -5.972 2.477 6.114 0.5321
Cl -7.024 1.786 3.520 0.5714
Cl 4.487 -8.201 0.520 0.6919
Cl -4.974 1.516 -0.325 0.7818
S 1.692 -5.935 0.051 0.4157
S -4.352 5.550 -1.437 0.2114
F 0.519 -8.093 -0.926 0.1187
F 0.887 -6.552 -2.387 0.1310
F 2.523 -7.764 -1.666 0.0738
O 2.230 -6.744 1.126 -0.4119
O 0.382 -5.368 0.312 -0.3527
O -3.796 4.587 -0.409 -0.4994
O -0.849 3.987 -2.125 0.1631
O -5.792 5.738 -1.178 -0.4541
O -1.217 7.467 0.252 -0.1441
O -3.621 6.834 -1.304 -0.4388
O 2.637 -4.993 -0.508 -0.3265
O 0.112 -1.144 -1.556 -0.1311
O 0.327 3.525 -0.266 0.0687
O -1.422 -1.204 -4.168 -0.2992
O -4.145 4.989 -2.798 -0.4730
N -3.498 -0.687 -2.954 0.1539
N -0.752 0.142 0.512 0.1259
C 2.263 0.500 -0.997 -0.0560
C 5.808 -8.167 1.639 -0.9334
C 4.359 -0.342 0.929 -0.2426
C -3.199 -0.578 0.058 -0.1555
C 0.808 -1.512 -0.361 -0.2378
C 1.386 -7.143 -1.300 -0.6728
C -7.013 1.360 5.231 -2.0560
C -3.607 1.151 2.033 -0.0964
C -1.388 8.131 1.482 -0.2015
C 2.210 -0.908 -0.398 -0.2747
C -0.796 3.457 -1.059 -0.5038
C -4.145 0.400 0.780 -0.6860
C -1.288 -1.173 -1.471 -0.1524
C -1.863 2.587 -0.443 -0.0965
C 4.385 1.136 1.396 -0.0976
C 2.927 -0.912 0.959 -0.1790
C 7.451 1.417 -2.103 -1.6319
C -1.844 -0.028 -0.508 -0.3075
C -0.046 -1.118 0.854 -0.4554
C -1.886 1.283 -1.280 -0.1031
B -2.064 -1.002 -2.903 -0.5325
H -4.432 1.200 2.741 0.0270
H -3.354 2.187 1.823 0.0828
H -2.816 3.149 -0.575 0.0558
H -4.023 -1.444 -3.370 0.0931
H 0.522 -0.951 1.821 0.0601
H -3.708 0.199 -3.382 0.0700
H -0.414 8.205 1.973 0.0595
H 4.888 1.774 0.671 0.0521
H 0.987 4.046 -0.743 0.1225
H 2.803 -1.548 -1.056 0.1615
H -2.758 1.350 -1.915 0.1020
H -3.768 -1.085 -0.712 0.1056
H -0.967 1.294 -1.882 0.1127
H -0.047 0.748 0.056 0.1652
H -1.635 -2.153 -1.086 0.1599
H -2.981 -1.380 0.793 0.0268
H -2.071 7.572 2.133 0.0712
H -0.776 -1.998 1.068 -0.2637
H 1.695 0.614 -1.918 -0.0162
H 3.382 1.546 1.505 0.0595
H -2.808 0.629 2.591 0.0376
H 6.698 -7.801 1.140 0.0345
H -1.784 9.142 1.330 0.0697
H -4.955 -0.221 1.163 0.0854
H 0.921 -2.605 -0.347 0.1550
H 4.886 1.251 2.356 0.0701
H -1.477 -0.341 -4.669 -0.3109
H -1.584 2.482 0.609 0.1019
H 1.876 1.229 -0.267 0.0747
H 4.991 -0.950 1.571 0.0998
H -1.046 0.648 1.356 0.1517
H 5.555 -7.528 2.478 0.0454
H -2.100 7.412 -0.168 0.0341
H 4.738 -0.328 -0.088 0.0455
H 7.946 1.014 -2.974 -0.0322
H 2.925 -1.914 1.402 0.1206
H 2.352 -0.273 1.645 0.0907
H 3.277 0.824 -1.214 0.0244
```

2.
Computed, not measured: a cluster of 5 separate species, C20H38BN2O7 in total, with ωB97M-V with the def2-TZVPD basis set.

## Properties
2S+1: 1
Total charge: +1

```
68
Properties=species:S:1:pos:R:3:nbo_charge:R:1
O 0.645 1.207 -0.986 -0.5827
O 0.907 2.703 3.454 -0.5557
O 0.587 -0.861 -2.919 -0.9494
O 4.992 1.378 0.718 -0.5408
O -0.056 -3.037 -3.636 -0.6556
O 2.188 -2.335 -3.945 -0.8795
O -4.527 -4.390 -0.400 -0.5968
N -2.073 -3.345 -2.699 -0.1756
N -3.348 -3.032 -2.659 -0.2192
C 5.829 3.156 -0.596 -0.4315
C -1.887 -1.681 -4.410 -0.1640
C -3.213 -1.384 -4.309 -0.1893
C -5.814 -4.723 1.555 -0.4307
C -5.291 -5.600 -0.582 -0.0709
C 2.295 2.479 3.722 -0.0678
C 1.169 2.578 5.799 -0.4302
C 0.679 3.293 0.128 -0.4340
C 0.210 2.955 4.678 -0.0652
C 0.836 1.794 0.315 -0.0671
C -5.693 -6.053 0.811 -0.4307
C -4.669 -3.922 0.957 -0.0650
C 2.523 2.898 5.168 -0.4308
C -0.327 3.361 -1.020 -0.4316
C -1.340 -2.684 -3.574 0.5257
C -3.959 -2.110 -3.380 0.0689
C 0.107 2.184 -1.884 -0.0635
C 4.829 1.016 -0.653 -0.0657
C 5.427 2.736 0.812 -0.0656
C 4.882 2.313 -1.449 -0.4299
B 0.949 -2.042 -3.482 1.2827
H 1.099 1.510 6.016 0.2027
H -0.313 4.305 -1.563 0.2229
H 0.078 1.396 0.993 0.1772
H -4.902 -6.660 1.255 0.2139
H -0.712 2.371 4.688 0.1815
H -1.244 -1.168 -5.115 0.2594
H -3.897 -3.576 -1.978 0.4788
H 2.892 3.052 3.011 0.1825
H -3.687 -0.634 -4.927 0.2632
H -6.169 -5.371 -1.194 0.1703
H 6.247 2.798 1.528 0.1897
H 0.887 2.477 -2.594 0.1700
H -3.731 -4.109 1.485 0.1823
H 1.009 -0.605 -2.082 0.5519
H -0.716 1.735 -2.444 0.1732
H 5.643 0.341 -0.940 0.1689
H -6.771 -4.249 1.326 0.2085
H 5.222 2.166 -2.473 0.2202
H 1.820 1.515 0.692 0.1966
H 2.718 3.971 5.226 0.2042
H 3.882 0.485 -0.769 0.1760
H 2.515 1.416 3.577 0.1697
H -5.022 -1.978 -3.223 0.2512
H -0.052 4.017 4.721 0.1666
H 0.973 3.125 6.720 0.2222
H 6.864 2.875 -0.796 0.2070
H 4.596 3.348 1.183 0.1579
H 3.892 2.778 -1.481 0.1956
H 5.731 4.229 -0.759 0.2200
H 2.162 -2.875 -4.744 0.5090
H 0.351 3.787 1.040 0.2432
H -1.338 3.200 -0.640 0.2004
H 1.628 3.739 -0.182 0.1997
H 3.358 2.375 5.630 0.2230
H -4.678 -6.330 -1.111 0.1956
H -5.732 -4.819 2.635 0.2349
H -4.853 -2.848 0.945 0.1883
H -6.610 -6.638 0.809 0.2336
```

Computed E_tot (a.u.) in order:
-17075.26590 -1445.75870
Computed E_LUMO (eV) in order:
-2.94 -4.33